Here is a structure of composition C44H47BrN7O4STi at a distorted geometry from the Open Molecules 2025 dataset. Energies are from ωB97M-V/def2-TZVPD.

```
105
Properties=species:S:1:pos:R:3
Ti -1.236 -1.267 -0.001
O 2.802 -5.092 -0.363
C 1.866 -5.466 -1.280
C 2.026 -6.731 -1.869
C 1.079 -7.226 -2.782
C 0.026 -6.386 -3.139
C -0.046 -5.077 -2.636
C 0.882 -4.565 -1.737
C 0.713 -3.136 -1.095
O -0.646 -2.598 -1.187
N 1.193 -3.007 0.294
N 0.603 -1.828 0.897
C 1.258 -1.347 1.911
C 0.786 -0.362 2.818
Br -1.091 0.255 2.857
C 1.444 0.182 3.888
C 2.743 0.816 3.925
C 3.241 1.265 5.157
C 4.540 1.745 5.259
C 5.363 1.822 4.151
C 4.875 1.464 2.877
C 3.585 0.976 2.766
H 2.591 -4.178 -0.026
H 2.896 -7.210 -1.573
H 1.147 -8.265 -3.155
H -0.792 -6.664 -3.774
H -0.925 -4.489 -2.931
H 1.288 -2.430 -1.701
H 0.753 -3.781 0.795
H 2.223 -1.822 2.092
H 0.914 0.100 4.861
H 2.543 1.271 6.008
H 5.023 2.017 6.219
H 6.391 2.285 4.249
H 5.545 1.535 2.031
H 3.271 0.692 1.749
C -4.129 -3.346 -1.342
C -3.552 -4.213 -0.260
C -3.811 -5.598 -0.307
C -3.407 -6.416 0.721
C -2.717 -5.844 1.776
C -2.457 -4.492 1.853
C -1.769 -3.891 3.080
C -2.930 -3.630 0.868
N -2.882 -2.253 0.864
C -4.065 -1.601 1.223
O -5.079 -2.203 1.591
C -3.976 -0.191 0.940
C -4.919 0.767 1.345
C -4.598 2.128 1.099
C -3.508 2.427 0.256
C -2.683 1.387 -0.167
N -2.883 0.097 0.166
C -1.523 1.618 -1.079
O -1.261 2.699 -1.597
N -0.857 0.416 -1.278
C 0.095 0.414 -2.346
C -0.223 -0.081 -3.626
C -1.565 -0.718 -3.877
C 0.623 0.131 -4.715
C 1.877 0.627 -4.550
C 2.305 1.000 -3.289
C 1.438 0.945 -2.173
C 1.897 1.350 -0.824
H -3.456 -2.507 -1.598
H -4.263 -3.840 -2.278
H -5.107 -2.913 -1.098
H -4.380 -6.049 -1.119
H -3.637 -7.478 0.790
H -2.443 -6.512 2.606
H -1.546 -4.594 3.873
H -0.873 -3.388 2.813
H -2.433 -3.143 3.481
H -5.696 0.415 2.018
H -5.235 2.949 1.436
H -3.258 3.429 -0.130
H -1.635 -1.759 -3.436
H -2.362 -0.120 -3.421
H -1.732 -0.755 -4.972
H 0.301 -0.099 -5.742
H 2.589 0.637 -5.389
H 3.343 1.387 -3.168
H 2.504 2.291 -0.741
H 1.051 1.487 -0.137
H 2.540 0.617 -0.325
C 1.947 8.740 1.940
C 1.296 7.889 0.867
N 1.307 6.475 1.228
C 0.549 5.498 0.681
S -0.033 4.239 1.669
N 0.259 5.649 -0.672
C 1.392 5.670 -1.655
C 0.888 6.238 -2.952
H 1.883 9.794 1.655
H 2.996 8.528 2.123
H 1.378 8.603 2.891
H 1.784 7.967 -0.080
H 0.270 8.259 0.743
H 1.557 6.267 2.162
H -0.417 4.891 -0.926
H 1.866 4.687 -1.793
H 2.171 6.322 -1.253
H 0.157 5.552 -3.429
H 1.704 6.354 -3.695
H 0.458 7.291 -2.875
```

DFT total energy (eV): -169008.54058
Molar mass (g/mol): 897.74
Charge: -1
LUMO level (alpha / beta) (eV): 1.919 / 1.913
HOMO-LUMO gap (alpha / beta) (eV): 5.582 / 7.007
Highest occupied orbital energy (alpha / beta) (hartree): -0.1346 / -0.1872
2S+1: 3

Results of the Mulliken charge analysis, in e, for atoms 1 through 99:
1. Ti -0.904
2. O -0.716
3. C 0.455
4. C -0.675
5. C -0.357
6. C -0.862
7. C -0.291
8. C -0.205
9. C 0.696
10. O -0.173
11. N -0.972
12. N 1.351
13. C -0.646
14. C 0.454
15. Br -0.143
16. C -1.494
17. C 0.828
18. C -0.673
19. C -0.475
20. C -0.358
21. C -0.632
22. C 0.434
23. H 0.507
24. H 0.508
25. H 0.323
26. H 0.424
27. H 0.223
28. H 0.219
29. H 0.355
30. H 0.379
31. H 0.192
32. H 0.296
33. H 0.293
34. H 0.259
35. H 0.406
36. H -0.021
37. C -1.327
38. C 1.697
39. C -1.040
40. C -0.695
41. C -0.928
42. C 1.129
43. C -1.410
44. C -0.341
45. N 1.471
46. C -1.050
47. O -0.730
48. C 0.882
49. C -0.970
50. C -0.520
51. C -0.592
52. C 0.702
53. N 0.558
54. C -0.907
55. O -0.777
56. N 1.394
57. C -0.717
58. C 1.482
59. C -1.076
60. C -1.041
61. C -0.555
62. C -0.827
63. C 1.458
64. C -1.627
65. H -0.119
66. H 0.523
67. H 0.299
68. H 0.397
69. H 0.409
70. H 0.333
71. H 0.430
72. H 0.068
73. H 0.306
74. H 0.486
75. H 0.426
76. H 0.391
77. H -0.053
78. H 0.151
79. H 0.468
80. H 0.272
81. H 0.350
82. H 0.359
83. H 0.513
84. H 0.045
85. H 0.284
86. C -1.378
87. C -0.052
88. N -0.104
89. C -0.171
90. S -0.249
91. N -0.134
92. C 0.039
93. C -1.225
94. H 0.387
95. H 0.356
96. H 0.343
97. H 0.174
98. H 0.231
99. H 0.267